[1]
The following is a DFT calculation (the ωB97M-V functional and the def2-TZVPD basis) of a structure of composition C31H26AsBr2IrNOS3SbSe.

ORCA input file:
```
! RIJCOSX wB97M-V def2-TZVPD def2/J DEFGRID3
* xyz -2 1
C -3.601 4.334 0.977
C 2.607 -1.372 3.592
S 4.973 0.471 -2.792
H -3.741 -3.311 -3.403
C -2.069 0.654 5.499
C 3.897 -1.103 4.014
C -0.606 -0.931 -0.957
H -0.685 -1.598 7.617
C 3.368 4.202 3.604
C 1.685 2.632 4.298
C 3.335 1.988 2.652
H 1.185 -2.870 3.024
H 2.741 -4.755 3.456
C -1.030 -1.702 -2.126
C -3.989 0.942 -0.201
C -2.324 -2.212 -2.224
Sb 3.447 1.311 -1.266
S 2.872 -0.519 0.296
C -2.818 4.839 -1.091
H 0.174 -2.871 -5.081
C -1.627 4.161 -0.867
H 5.047 -4.285 4.235
C 4.357 -3.468 4.057
H -2.332 3.166 2.268
N -3.817 4.948 -0.197
Br -2.963 1.357 -1.744
H 1.110 -1.500 5.901
H -1.183 1.301 3.632
C 3.060 -3.734 3.627
H 4.225 -0.082 4.150
As 1.326 -0.002 3.227
H 4.734 3.504 2.091
Se 0.255 2.700 0.779
C 2.212 1.689 3.419
C 0.224 -0.887 5.797
H 0.879 -1.572 -3.073
H -2.150 -3.729 -5.265
C 2.267 3.884 4.395
H 1.842 4.625 5.063
C -0.132 -1.967 -3.163
H -2.977 1.232 5.364
C -0.538 -2.686 -4.284
C 0.089 -0.053 4.702
H 5.795 -1.947 4.548
H -3.019 -2.033 -1.406
C -0.785 -0.938 6.763
H -2.700 -0.192 7.372
C -1.920 -0.159 6.617
C -1.397 3.532 0.362
H 3.800 5.195 3.656
O 0.300 -0.345 1.962
H -4.403 4.416 1.708
C 2.183 -2.683 3.392
C -1.836 -3.170 -4.389
C 3.901 3.256 2.736
H -0.866 4.111 -1.637
H -2.987 5.331 -2.047
C -1.067 0.703 4.533
H -4.896 0.473 -0.537
Br -3.206 -0.236 1.095
H 0.811 2.405 4.885
C 4.775 -2.155 4.243
H -4.170 1.873 0.308
S 1.237 0.880 -2.269
Ir 0.585 0.106 -0.169
C -2.441 3.631 1.296
C -2.727 -2.932 -3.347
H 3.728 1.250 1.964
*
```

Computed properties:
E ... -344258.8461 eV
LUMO ... 3.9 eV
HOMO ... -0.40 eV

Atomic partial charges in e from the Mulliken method, atoms 1 to 5: C -0.415; C 0.024; S -0.824; H 0.348; C -0.539



[2]
The following is a DFT calculation (the ωB97M-V functional and the def2-TZVPD basis) of a cluster of 10 separate species, C13H46O10 in total.

ORCA input file:
```
! RIJCOSX wB97M-V def2-TZVPD def2/J DEFGRID3
* xyz 0 1
H 3.669 5.170 -1.633
C 2.470 -0.579 3.742
H -0.045 0.126 -5.021
H 1.952 -3.785 2.595
H -0.995 -2.041 1.534
H 1.620 0.053 3.999
H 3.131 -2.674 1.908
H 1.382 -0.636 -2.726
H 0.676 0.049 0.905
O -3.113 0.852 -2.073
H 0.287 -2.508 -4.247
H 3.303 2.716 0.294
H 4.361 6.234 0.034
O 4.346 5.296 0.239
C 2.416 -3.459 1.664
H -0.382 2.307 2.073
H -1.165 -3.655 -2.113
H 2.657 2.865 -1.246
H -1.536 4.192 -0.294
H 0.922 -3.908 0.564
H -1.984 -0.618 -1.324
H -1.882 2.007 -2.128
C 3.527 3.178 -0.668
C 0.160 0.224 -3.955
H 3.010 -4.315 1.346
H -1.981 2.517 0.176
H 2.489 -0.866 2.691
C -1.100 -2.356 2.573
C -0.318 -3.099 -2.514
H 0.385 1.260 -3.701
H -4.019 0.910 -2.385
H 1.542 -1.537 -0.280
O -1.736 -1.438 3.465
H 2.523 -1.475 5.463
H 3.373 -0.009 3.962
O 1.222 -0.612 -3.672
H -3.766 -1.349 0.278
C -3.035 -0.390 -1.505
O 2.494 -1.691 4.529
O -1.409 2.760 -1.766
C -2.052 3.282 -0.598
H -0.173 0.667 -0.550
O 1.522 -0.739 -0.813
C 0.783 0.341 -0.140
C -3.536 -1.515 -2.450
H -1.671 -3.282 2.513
H -0.522 2.264 3.755
H 4.442 2.727 -1.052
C -3.687 -0.358 -0.169
H -0.294 -2.152 -1.974
H 0.598 -3.543 -2.125
H -4.602 -1.507 -2.676
H -3.043 -1.485 -3.421
O -0.389 -3.112 -3.930
H -2.183 0.410 3.178
H -1.607 -1.725 4.372
O -2.093 1.270 2.760
H -0.116 -2.552 3.000
H 2.439 4.999 -0.382
H -3.108 3.447 -0.816
C -0.707 1.645 2.877
H -3.295 -2.506 -2.066
H -4.684 0.070 -0.273
H -0.045 0.787 2.993
H -0.665 -0.110 -3.325
C 3.451 4.713 -0.668
O 1.372 -3.081 0.749
H 1.442 1.209 -0.104
H -3.026 0.121 0.553
*
```

Computed properties:
Energy relative to the best compared isomer or geometry (same formula, charge and spin) ... 404.10 kJ/mol
E ... -34697.5546 eV
LUMO ... 0.2 eV
HOMO ... -9.47 eV
SMILES ... CC(C)O.CCO.CO.CO.CO.CO.CO.CO.CO.CO

Atomic partial charges in e from the Mulliken method, atoms 1 to 5: H 0.300; C -0.257; H 0.345; H 0.302; H 0.056



[3]
The following is a DFT calculation (the ωB97M-V functional and the def2-TZVPD basis) of a structure of composition C30H21CaClF9N4O6PS5Se2.

ORCA input file:
```
! RIJCOSX wB97M-V def2-TZVPD def2/J DEFGRID3
* xyz -2 1
S -4.836 5.609 -1.268
C 0.268 2.706 0.744
O -3.296 -1.282 0.013
O -4.463 2.346 0.955
C -3.274 4.572 1.763
H 1.137 -2.797 -3.674
H -6.083 -1.678 -3.642
C 0.615 -2.455 -4.560
F -3.155 4.837 -3.170
N -5.115 4.384 -0.283
S -3.959 3.559 0.339
H 0.803 -2.493 -7.944
F 3.392 3.465 3.780
C 0.396 2.474 3.450
H 0.433 2.334 4.520
C 7.243 -1.138 3.005
Cl -4.058 -3.945 1.477
C -2.846 -2.212 -2.801
C 8.851 -3.287 3.668
O -2.801 3.305 -0.507
O -3.655 6.350 -0.927
C -0.491 1.740 2.682
C 7.499 -3.321 3.983
C -0.752 -1.551 -6.798
N 4.574 -1.312 3.161
C -2.936 -3.545 -2.418
S 2.080 -0.350 2.806
F -5.109 5.419 -3.880
C -1.236 -1.274 -5.531
H 10.466 -2.174 2.792
Se -1.526 0.791 -2.696
N 5.292 -2.212 3.945
O -2.499 -0.608 1.967
F -4.841 3.506 -2.911
C 2.250 4.142 3.601
H -2.054 -4.044 -2.038
F -3.092 3.771 2.815
H 6.598 -0.317 2.735
N -0.572 1.868 1.358
H -3.913 -0.496 -3.509
H 9.468 -4.140 3.925
H -2.151 -3.022 2.540
C 6.687 -2.239 3.661
C -2.825 -1.518 1.156
C -4.454 4.778 -2.906
H -1.288 -1.192 -7.669
H -4.220 -5.236 -2.158
S 2.968 -2.430 4.790
C 1.104 -2.729 -5.833
H -6.240 -4.051 -2.959
H -1.864 -3.373 0.805
H 7.078 -4.181 4.475
Ca -2.484 0.919 0.110
F 2.570 5.303 2.990
F -2.109 5.108 1.433
Se 0.034 -2.166 -1.211
C 0.422 -2.280 -6.952
O -6.062 6.307 -1.496
H 0.183 2.771 -0.335
C 4.621 -2.902 4.894
P -1.222 -1.370 -2.722
C 1.198 3.466 1.426
H -1.147 1.003 3.129
C -2.557 -2.960 1.537
C 8.592 -1.119 2.700
H 2.023 -3.292 -5.945
S 5.166 -3.974 6.065
C 1.245 3.353 2.807
H 1.861 4.132 0.895
F -4.120 5.539 2.107
C -5.198 -2.208 -3.311
C -5.286 -3.539 -2.928
C 3.306 -1.294 3.471
C 9.411 -2.191 3.033
C -4.153 -4.205 -2.482
C -3.981 -1.544 -3.247
C -0.555 -1.728 -4.402
F 1.781 4.460 4.824
H 9.005 -0.256 2.193
H -2.139 -0.688 -5.412
*
```

Computed properties:
Energy relative to the best compared isomer or geometry (same formula, charge and spin) ... 71.11 kJ/mol
E ... -299282.2059 eV
LUMO ... 3.9 eV
HOMO ... -2.73 eV

Atomic partial charges in e from the Mulliken method, atoms 1 to 5: S 1.090; C -0.737; O -0.805; O -0.896; C 0.625



F_max (computed, eV/Å): 2.1 3.0 0.7